Entry 1:
The following is a DFT calculation (ωB97M-V/def2-TZVPD) of the molecule C6H5BrClF3N2 at a distorted geometry.

Structure (XYZ):
```
18
Properties=species:S:1:pos:R:3:forces:R:3
Br 3.932 -0.006 0.105 -0.05 -0.15 -0.20
Cl -0.600 -2.002 -1.759 0.02 0.00 0.22
F -0.470 3.056 -0.901 -0.32 -0.05 -0.14
F -1.084 2.478 1.076 -0.16 -0.62 -0.68
F -2.192 1.737 -0.677 -0.54 0.31 0.07
N -1.908 -1.177 0.376 0.27 -0.22 0.82
N 0.262 -1.758 0.768 1.69 0.23 1.27
C 2.081 -0.396 0.103 -1.06 0.57 0.68
C -0.122 0.790 -0.358 4.08 3.52 2.33
C 1.616 -1.591 0.529 -0.36 -0.73 -1.54
C -0.679 -1.518 0.019 -0.31 -2.61 -1.48
C 1.173 0.792 0.130 -1.06 -1.22 -0.83
C -0.974 2.012 -0.209 0.97 0.40 0.52
H -0.426 0.180 -1.113 -0.65 -1.40 -1.71
H 1.643 1.599 0.675 -0.53 0.48 0.09
H 2.208 -2.518 0.540 0.03 0.73 0.60
H -2.626 -1.286 -0.283 -1.03 0.29 -0.72
H -1.834 -0.391 0.978 -0.98 0.46 0.71
```
Forces are in eV/Å.

Calculated values
E_tot in eV: -99998.785
Total charge: 0
Frontier orbital gap in eV: 8.64
Energy relative to the best compared isomer or geometry (same formula, charge and spin) in kJ/mol: 69.7
E_HOMO in eV: -8.900
SMILES: N/C(Cl)=N/C=C(Br)\C=C\C(F)(F)F

Results of the Löwdin charge analysis, in e, for atoms 1 through 2: number 1, Br, carries 0.74; number 2, Cl, carries 0.63



Entry 2:
The following is a DFT calculation (ωB97M-V/def2-TZVPD) of a cluster of 2 separate species, C6H5BrFISi in total at a distorted geometry.

Structure (XYZ):
```
15
Properties=species:S:1:pos:R:3:forces:R:3
I 4.265 -1.500 0.270 -0.07 -0.12 0.01
Br 4.413 2.221 0.752 -0.11 0.10 -0.10
Si 3.493 0.665 -0.531 0.17 -0.20 -0.60
F 4.130 0.819 -2.023 -0.48 0.05 0.81
C -0.732 0.611 -0.942 -1.25 -1.45 2.65
C -2.124 0.467 -0.847 -0.11 0.08 0.33
C 0.068 0.008 -0.005 -0.24 -0.87 -0.54
C -0.381 -0.884 0.931 -0.84 0.20 2.28
C -1.780 -0.906 1.229 1.99 2.28 -5.76
C -2.610 -0.310 0.211 -1.42 -1.64 2.54
H -2.229 -1.467 1.948 -0.84 -1.54 2.06
H -3.673 -0.674 0.483 1.27 1.56 -1.38
H -2.728 1.090 -1.546 0.19 -1.01 0.67
H -0.355 1.302 -1.557 1.41 2.35 -2.62
H 0.243 -1.443 1.628 0.33 0.20 -0.36
```
Forces are in eV/Å.

Calculated values
E_tot in eV: -95040.708
Total charge: 0
Frontier orbital gap (alpha / beta) in eV: 7.98 / 7.13
E_HOMO (alpha / beta) in eV: -8.729 / -9.218

Results of the Löwdin charge analysis, in e, for atoms 1 through 2: number 1, I, carries 0.38; number 2, Br, carries 0.25



Entry 3:
The following is a DFT calculation (ωB97M-V/def2-TZVPD) of the molecule C6H5BrFN at a distorted geometry.

Structure (XYZ):
```
14
Properties=species:S:1:pos:R:3:forces:R:3
Br -3.457 0.710 -0.215 1.57 -1.49 1.11
F -2.248 -1.921 0.413 -0.59 -1.24 -0.91
N -0.022 -1.146 -0.563 0.26 -0.80 0.03
C -1.933 -0.712 0.744 -0.98 2.05 1.62
C 1.218 -0.932 -0.963 0.15 0.23 -1.38
C -0.594 -0.288 0.245 0.60 0.94 0.47
C 1.266 1.219 -0.040 -1.45 -2.04 0.28
C 1.866 0.290 -0.875 -0.14 0.51 0.99
C 0.085 0.866 0.653 -0.74 2.35 1.35
H 1.611 -1.747 -1.517 0.62 -0.58 -0.46
H 1.835 2.088 -0.021 0.20 1.92 1.01
H -0.361 1.559 1.512 0.93 -1.50 -2.17
H -2.099 -0.652 1.869 0.02 0.82 -1.52
H 2.834 0.664 -1.241 -0.45 -1.18 -0.42
```
Forces are in eV/Å.

Calculated values
E_tot in eV: -80551.560
Total charge: 0
Frontier orbital gap in eV: 9.16
Energy relative to the best compared isomer or geometry (same formula, charge and spin) in kJ/mol: 0.0
E_HOMO in eV: -9.735
SMILES: F[C@H](Br)c1ccccn1

Results of the Löwdin charge analysis, in e, for atoms 1 through 2: number 1, Br, carries 0.34; number 2, F, carries 0.04



Entry 4:
The following is a DFT calculation (ωB97M-V/def2-TZVPD) of the molecule C6H5BrFNO2 at a distorted geometry.

Structure (XYZ):
```
16
Properties=species:S:1:pos:R:3:forces:R:3
Br -2.150 2.086 0.476 -1.00 0.84 0.18
F 0.962 1.699 0.597 0.73 0.03 -0.54
O 0.024 1.607 2.764 0.01 0.32 1.13
O -0.524 -0.480 2.671 -0.37 -0.83 0.65
N -0.114 0.551 2.228 0.06 0.20 -2.02
C 0.238 0.565 0.697 -0.93 -0.97 -1.24
C -1.255 0.168 -1.385 2.48 -0.40 1.48
C -1.038 0.804 -0.204 1.33 -1.95 -0.13
C 0.763 -1.182 -1.126 0.17 1.62 0.17
C 1.079 -0.716 0.292 -1.60 1.26 -0.28
C -0.235 -0.804 -1.931 -0.16 1.44 2.78
H -0.114 -1.058 -2.947 -0.71 -0.32 -1.02
H -2.099 0.421 -1.941 -1.26 0.38 -0.87
H 2.092 -0.366 0.522 0.14 -0.55 -0.66
H 0.856 -1.580 0.902 -0.17 0.10 0.75
H 1.515 -1.714 -1.614 1.30 -1.16 -0.38
```
Forces are in eV/Å.

Calculated values
E_tot in eV: -84643.676
Total charge: 0
Frontier orbital gap in eV: 9.16
Energy relative to the best compared isomer or geometry (same formula, charge and spin) in kJ/mol: 0.0
E_HOMO in eV: -9.161
SMILES: O=[N+]([O-])[C@@]1(F)CC=CC=C1Br

Results of the Löwdin charge analysis, in e, for atoms 1 through 2: number 1, Br, carries 0.88; number 2, F, carries 0.06



- What is the E_tot in the first record?
  -99998.785 eV



Repeat the second record exactly.
The following is a DFT calculation (ωB97M-V/def2-TZVPD) of a cluster of 2 separate species, C6H5BrFISi in total at a distorted geometry.

Structure (XYZ):
```
15
Properties=species:S:1:pos:R:3:forces:R:3
I 4.265 -1.500 0.270 -0.07 -0.12 0.01
Br 4.413 2.221 0.752 -0.11 0.10 -0.10
Si 3.493 0.665 -0.531 0.17 -0.20 -0.60
F 4.130 0.819 -2.023 -0.48 0.05 0.81
C -0.732 0.611 -0.942 -1.25 -1.45 2.65
C -2.124 0.467 -0.847 -0.11 0.08 0.33
C 0.068 0.008 -0.005 -0.24 -0.87 -0.54
C -0.381 -0.884 0.931 -0.84 0.20 2.28
C -1.780 -0.906 1.229 1.99 2.28 -5.76
C -2.610 -0.310 0.211 -1.42 -1.64 2.54
H -2.229 -1.467 1.948 -0.84 -1.54 2.06
H -3.673 -0.674 0.483 1.27 1.56 -1.38
H -2.728 1.090 -1.546 0.19 -1.01 0.67
H -0.355 1.302 -1.557 1.41 2.35 -2.62
H 0.243 -1.443 1.628 0.33 0.20 -0.36
```
Forces are in eV/Å.

Calculated values
E_tot in eV: -95040.708
Total charge: 0
Frontier orbital gap (alpha / beta) in eV: 7.98 / 7.13
E_HOMO (alpha / beta) in eV: -8.729 / -9.218

Results of the Löwdin charge analysis, in e, for atoms 1 through 2: number 1, I, carries 0.38; number 2, Br, carries 0.25